[1]
Formula: C28H84N9O8P3S5
Source: OMol25
Level of theory: the ωB97M-V functional and the def2-TZVPD basis

Computed properties:
Total charge: +1
2S+1: 2
LUMO level (alpha / beta): -0.091 / -0.280 Ha
Highest occupied orbital energy (alpha / beta): -9.49 / -9.49 eV
Energy above the lowest of the compared OMol25 structures with the same formula, charge and spin: 0.0 kJ/mol
DFT total energy: -5226.4985 Ha

Each line ends with the Mulliken charge.
Cartesian coordinates (Å):
O (-6.53838, 0.05587, -1.03628)  -0.7226
P (-6.32321, -1.29060, -0.47687)  0.3237
N (-6.71814, -2.63297, -1.54855)  0.3680
C (-7.60156, -2.45089, -2.67264)  -0.9429
C (-6.44521, -4.03530, -1.16543)  -0.5474
N (-7.15501, -1.70134, 0.98095)  0.2175
C (-7.67876, -0.49918, 1.67946)  -0.9900
C (-7.01347, -2.88813, 1.83783)  -0.8491
N (-4.70376, -1.55127, 0.04773)  0.7594
C (-3.57236, -1.87406, -0.87985)  -0.5756
C (-4.17337, -0.82792, 1.21860)  -1.0270
H (-7.02374, -2.47631, -3.59654)  0.3498
H (-7.98434, -1.44399, -2.50613)  0.3284
H (-8.30721, -3.27865, -2.74310)  0.3608
H (-6.36658, -4.74570, -1.98839)  0.4833
H (-7.24625, -4.33294, -0.48880)  0.3851
H (-5.47106, -4.07886, -0.67835)  -0.2723
H (-8.45938, -0.79735, 2.37934)  0.4286
H (-6.90936, 0.04314, 2.22901)  0.3428
H (-8.07996, 0.24637, 0.99295)  0.3130
H (-6.65948, -2.49912, 2.79254)  0.4814
H (-7.97033, -3.39257, 1.97222)  0.2770
H (-6.20613, -3.50782, 1.44760)  0.2338
H (-2.80372, -2.47508, -0.39399)  0.0012
H (-4.00264, -2.53791, -1.62970)  0.4593
H (-3.16385, -1.00177, -1.39008)  0.0508
H (-3.10177, -0.94569, 1.37958)  0.1691
H (-4.68113, -1.05261, 2.15657)  0.2164
H (-4.26090, 0.25348, 1.11363)  0.3886
O (5.35007, 3.57422, 0.33154)  -0.7320
P (5.89787, 4.91376, -0.26954)  0.3578
N (4.68344, 5.92214, -0.96087)  0.5155
C (4.78444, 7.30945, -1.35129)  -1.2520
C (3.39278, 5.31905, -1.35709)  -1.2513
N (6.79196, 4.60248, -1.64417)  0.1889
C (6.27331, 3.61953, -2.58638)  -0.9208
C (7.58899, 5.70798, -2.34466)  -1.1039
N (6.76486, 5.93711, 0.77534)  0.3764
C (6.11794, 6.85283, 1.71655)  -1.0771
C (8.23184, 5.73927, 0.99865)  -1.1915
H (4.13343, 7.99900, -0.81387)  0.3726
H (4.63543, 7.54192, -2.40574)  0.3855
H (5.79877, 7.69299, -1.24118)  0.3710
H (3.39861, 4.85958, -2.34550)  0.3011
H (2.57086, 6.03491, -1.36662)  0.4144
H (3.04725, 4.53258, -0.68614)  0.2529
H (7.08079, 3.22686, -3.20434)  0.3804
H (6.00787, 2.68230, -2.09725)  0.1991
H (5.41011, 4.02006, -3.11795)  0.2593
H (6.92222, 6.30438, -2.96741)  0.2587
H (8.06285, 6.30341, -1.56426)  0.3810
H (8.39375, 5.20273, -2.87870)  0.3935
H (6.24755, 7.89508, 1.42498)  0.2895
H (5.05523, 6.62646, 1.62996)  0.3335
H (6.40411, 6.77173, 2.76519)  0.3644
H (8.79533, 6.66455, 1.11876)  0.3869
H (8.78622, 5.32908, 0.15455)  0.4203
H (8.38028, 5.08491, 1.85765)  0.3149
O (-0.08277, -6.78049, 0.45175)  -0.8490
P (-0.70833, -5.86767, 1.47127)  0.3461
N (-0.90709, -6.66812, 2.95707)  0.2303
C (-0.42224, -8.04815, 3.09750)  -1.1638
C (-1.26298, -6.03306, 4.29657)  -1.1070
N (-2.31075, -5.28015, 1.15693)  0.4333
C (-3.08799, -4.60564, 2.20236)  -0.3554
C (-3.19124, -5.76653, 0.10378)  -1.1510
N (0.04841, -4.35471, 1.82172)  0.4553
C (-0.08881, -3.07642, 1.05233)  -1.0804
C (1.18732, -4.27423, 2.82584)  -0.9600
H (-0.87673, -8.63624, 3.89479)  0.4084
H (0.66281, -8.12765, 3.16421)  0.3474
H (-0.58587, -8.62276, 2.18582)  0.3413
H (-2.28650, -6.28671, 4.57255)  0.2866
H (-1.21048, -4.95086, 4.17748)  0.4474
H (-0.62056, -6.36227, 5.11328)  0.4181
H (-3.71564, -5.29581, 2.76611)  0.3020
H (-2.37592, -4.15448, 2.89338)  0.1823
H (-3.76496, -3.86365, 1.77895)  -0.3176
H (-2.87257, -5.35943, -0.85581)  0.3425
H (-3.21041, -6.85365, 0.02702)  0.3795
H (-4.20537, -5.39752, 0.25700)  0.3038
H (0.84055, -2.60721, 0.72948)  0.1922
H (-0.45494, -3.21981, 0.03573)  0.3442
H (-0.66664, -2.31335, 1.57382)  0.3488
H (1.23203, -5.13153, 3.49752)  0.3602
H (1.00183, -3.41199, 3.46634)  0.3645
H (2.16002, -4.21209, 2.33791)  0.2341
C (1.40613, 4.12444, 3.47260)  -0.7704
S (2.81350, 4.52050, 4.65027)  0.4562
O (2.72155, 3.78824, 5.99805)  -0.6322
C (3.97400, 3.39409, 3.72254)  -0.2683
H (0.57569, 4.78391, 3.72474)  0.4528
H (1.04913, 3.09737, 3.54871)  0.2270
H (1.61012, 4.42220, 2.44410)  0.1820
H (4.87404, 3.24962, 4.32016)  0.4318
H (4.39298, 3.83258, 2.81685)  0.0582
H (3.63369, 2.37393, 3.54490)  -0.0841
C (0.07006, -0.22727, -4.67958)  -0.6435
S (1.58973, -1.20893, -4.18990)  0.4017
O (1.34147, -1.84568, -2.79298)  -0.5214
C (1.27433, -2.54789, -5.51738)  -1.0546
H (-0.76495, -0.88712, -4.91507)  0.3110
H (0.25076, 0.28880, -5.62250)  0.5235
H (-0.19681, 0.48891, -3.90243)  -0.0635
H (1.86031, -3.41586, -5.21516)  0.3881
H (1.49508, -2.22338, -6.53427)  0.3706
H (0.26037, -2.90179, -5.33097)  0.3074
C (3.88057, -1.12287, -0.36788)  -0.7690
S (3.44184, -1.59663, 1.32555)  0.5445
O (4.66038, -1.72996, 2.20414)  -0.6834
C (2.70744, 0.01119, 1.78861)  -0.4263
H (4.30336, -2.04845, -0.75857)  0.3974
H (4.56927, -0.27856, -0.39849)  0.3193
H (3.00367, -0.97650, -0.99853)  0.0619
H (1.79157, -0.19272, 2.34332)  0.3144
H (2.40087, 0.60259, 0.92585)  -0.2830
H (3.37936, 0.57516, 2.43557)  0.4160
C (-0.36157, -0.22688, -0.32296)  2.1563
S (-0.51248, 1.46232, 0.34159)  0.3417
O (0.11909, 1.41097, 1.72474)  -0.5290
C (0.87537, 2.14456, -0.78479)  -0.8343
H (-0.46645, -0.19573, -1.40746)  -0.1357
H (-1.14360, -0.81645, 0.15552)  -1.0364
H (0.58905, -0.73492, -0.16075)  -0.8653
H (1.21824, 3.11977, -0.43911)  0.2741
H (0.50864, 2.20004, -1.80974)  0.3819
H (1.75692, 1.50603, -0.84165)  0.2105
C (-3.57421, 2.12313, -4.85289)  -1.0674
S (-3.02721, 1.58014, -3.13677)  0.6820
O (-1.67773, 2.24711, -2.88650)  -0.6234
C (-4.35217, 2.38726, -2.15570)  -1.0401
H (-3.41897, 3.20179, -4.83064)  0.3444
H (-4.64680, 1.94005, -4.91714)  0.3579
H (-3.02905, 1.55866, -5.60938)  0.3235
H (-4.04530, 2.44922, -1.11163)  0.2700
H (-5.31667, 1.88026, -2.18368)  0.3068
H (-4.47553, 3.42370, -2.46984)  0.4351

=====

[2]
Formula: C37H51BeBrN2P2S
Source: OMol25
Level of theory: the ωB97M-V functional and the def2-TZVPD basis

Computed properties:
Total charge: +2
LUMO level: -0.219 Ha
Highest occupied orbital energy: -10.71 eV
Energy above the lowest of the compared OMol25 structures with the same formula, charge and spin: 93.8 kJ/mol
DFT total energy: -5219.0317 Ha

Each line ends with the Mulliken charge.
Cartesian coordinates (Å):
N (-6.29804, 4.86089, -5.76023)  -0.5465
C (-6.13221, 5.42621, -4.58811)  -0.2944
C (-5.27334, 4.86897, -3.62218)  -0.5138
C (-4.62932, 3.65649, -3.89996)  0.7153
C (-4.88492, 3.08912, -5.13515)  -0.3975
C (-5.72032, 3.73580, -6.06156)  -0.3591
C (-3.67581, 3.04198, -2.99273)  -0.1094
Be (-0.43476, -0.15254, 0.21723)  -1.7212
P (5.18663, -0.91458, -0.42334)  -0.1676
C (-2.88863, 2.00972, -3.39832)  -0.8630
C (-1.81544, 1.48518, -2.61521)  0.7967
C (-0.69104, 1.03463, -3.34070)  -0.7258
C (0.55278, 1.09855, -2.66037)  -0.5033
C (0.57290, 1.27456, -1.27049)  0.0501
C (-0.59012, 1.73621, -0.50704)  -0.0964
C (-1.82732, 1.72435, -1.21962)  -0.8845
Br (2.22065, 0.97326, -0.40461)  0.0450
H (-3.51743, 3.50688, -2.01259)  0.4300
H (-2.92797, 1.69184, -4.46043)  0.0925
H (-5.07117, 5.38993, -2.68370)  0.3510
H (-4.42902, 2.15680, -5.48853)  0.3465
H (-6.65951, 6.36808, -4.36152)  0.3439
H (-5.85679, 3.28404, -7.06342)  0.3353
H (-0.73603, 0.83213, -4.39269)  0.4894
H (-2.84045, 1.91493, -0.79833)  0.7003
H (1.51138, 1.01073, -3.18384)  0.5241
H (-0.42989, 2.35509, 0.42554)  0.7879
P (-0.20296, -2.19988, -0.57263)  1.7065
C (5.28263, 0.87757, -0.19302)  -0.0028
C (6.57212, 1.49879, -0.72686)  -1.3979
H (5.16909, 1.10870, 0.87350)  0.4849
H (4.39222, 1.26556, -0.75142)  -0.0971
H (6.63188, 2.57461, -0.46730)  0.3961
H (7.46113, 1.01713, -0.28027)  0.3540
H (6.68857, 1.43040, -1.81826)  0.3072
C (4.81428, -1.51683, -2.08905)  0.7059
C (5.84329, -2.54812, -2.60239)  -1.2778
H (4.84486, -0.61612, -2.72590)  0.3616
H (3.77930, -1.94221, -2.06219)  -0.5820
H (5.71561, -2.71549, -3.68390)  0.3979
H (6.88770, -2.20561, -2.45658)  0.3453
H (5.76272, -3.53448, -2.12213)  0.3151
C (4.42085, -1.91479, 0.90142)  0.4747
C (5.46543, -2.22574, 1.98903)  -1.2570
H (4.04770, -2.84477, 0.44387)  0.2243
H (3.61309, -1.25914, 1.26059)  -0.2983
H (5.09177, -3.00119, 2.68063)  0.3787
H (6.42652, -2.60482, 1.57497)  0.3419
H (5.72285, -1.34404, 2.59752)  0.3335
C (0.06537, -3.47588, 0.71067)  0.6421
C (-1.02978, -4.53112, 0.72850)  -1.3657
H (0.14062, -2.97371, 1.67496)  -0.8214
H (1.03625, -3.95174, 0.52970)  0.6108
H (-1.96376, -4.13358, 1.13377)  0.2603
H (-1.22758, -4.92590, -0.27472)  0.3357
H (-0.73957, -5.37872, 1.35997)  0.4528
C (1.03526, -2.66062, -1.83676)  0.1649
C (0.50204, -2.61875, -3.24868)  -1.3580
H (1.39458, -3.66664, -1.58775)  0.7819
H (1.88531, -1.97562, -1.71684)  -0.9004
H (-0.37468, -3.27048, -3.38426)  0.3452
H (0.22166, -1.59638, -3.53677)  0.2278
H (1.26835, -2.96406, -3.95070)  0.4527
C (-1.87393, -2.21632, -1.30392)  -1.0260
C (-3.02473, -1.97188, -0.34276)  -1.2355
H (-1.99852, -3.17578, -1.83772)  0.6854
H (-1.89577, -1.44014, -2.09721)  0.3312
H (-3.91462, -1.64552, -0.86669)  0.4186
H (-3.28425, -2.86576, 0.21661)  0.3545
H (-2.78864, -1.18336, 0.37956)  0.0883
N (-0.66146, -0.32350, 1.81765)  0.3188
S (0.17499, 0.28861, 3.07574)  0.3672
C (-0.56416, 1.88934, 3.44010)  0.3525
C (-1.94490, 1.96662, 3.28044)  0.0246
C (-2.62220, 3.12573, 3.66817)  -0.8234
C (-1.92178, 4.19950, 4.20040)  -0.4805
C (-0.52868, 4.14016, 4.32694)  -0.6816
C (0.16491, 2.99077, 3.92972)  -0.3873
C (-0.47942, -0.65872, 4.50028)  0.5456
C (-0.97935, -0.04769, 5.65356)  -0.3873
C (-1.67053, -0.82663, 6.59219)  -0.6802
C (-1.83518, -2.20015, 6.36894)  -0.4783
C (-1.31542, -2.79848, 5.21660)  -0.6331
C (-0.55816, -2.03263, 4.33164)  -0.1788
H (-1.60178, -0.57746, 2.11333)  0.4804
H (-2.48449, 1.09940, 2.90516)  0.3661
H (-3.70857, 3.13874, 3.57805)  0.4575
H (-2.46490, 5.08313, 4.55306)  0.4096
H (0.01889, 4.97021, 4.76631)  0.4318
H (1.24789, 2.90934, 4.03531)  0.4649
H (-0.86025, 1.03030, 5.78947)  0.4581
H (-2.08060, -0.34894, 7.47779)  0.4224
H (-2.37131, -2.80658, 7.09628)  0.4068
H (-1.49058, -3.84968, 4.99042)  0.4366
H (-0.04209, -2.49816, 3.47577)  0.3024

=====

[3]
Formula: C21H23BN10O4V
Source: OMol25
Level of theory: the ωB97M-V functional and the def2-TZVPD basis

Computed properties:
Total charge: +2
2S+1: 4
LUMO level (alpha / beta): -0.228 / -0.359 Ha
Highest occupied orbital energy (alpha / beta): -14.86 / -14.97 eV
Energy above the lowest of the compared OMol25 structures with the same formula, charge and spin: 8.7 kJ/mol
DFT total energy: -2631.0518 Ha

Each line ends with the Mulliken charge.
Cartesian coordinates (Å):
V (1.33329, 0.03912, -0.25190)  0.9151
C (0.73366, 3.24879, -1.81086)  -1.2669
C (-0.28334, 2.65469, -0.89589)  0.5842
C (-1.54655, 3.14464, -0.54942)  -1.4831
C (-2.06680, 2.22189, 0.32579)  0.0440
N (-1.16809, 1.23660, 0.51663)  0.9555
N (-0.07015, 1.50347, -0.25564)  -0.2441
B (-1.17874, -0.03633, 1.41265)  -0.3209
N (-1.17009, -1.30426, 0.53806)  0.8184
C (-1.94204, -2.39851, 0.40218)  0.1444
C (-1.33777, -3.26878, -0.47376)  -1.5897
C (-0.15178, -2.64460, -0.86380)  0.6426
C (0.90856, -3.14756, -1.78539)  -1.2701
N (-0.05630, -1.45847, -0.25681)  -0.0681
N (0.05615, -0.04417, 2.33583)  1.0477
C (0.20527, -0.17592, 3.66874)  0.0180
C (1.54393, -0.18040, 3.97181)  -1.6112
C (2.20568, -0.05920, 2.74568)  0.7324
C (3.67316, -0.02489, 2.48693)  -1.3035
N (1.30014, 0.01800, 1.76517)  -0.4404
N (-2.43090, 0.10455, 2.35065)  1.2687
C (-2.60491, 1.18718, 3.26514)  -0.3194
C (-3.77580, 0.98251, 3.91270)  -1.2493
C (-4.29860, -0.21316, 3.39161)  0.6104
C (-5.51743, -0.95886, 3.68561)  -1.1494
N (-3.40258, -0.71607, 2.40987)  -1.1193
H (0.57708, 4.32187, -1.89308)  0.4537
H (1.74789, 3.08422, -1.44622)  0.2906
H (0.66030, 2.82324, -2.81298)  0.1542
H (-2.00958, 4.05380, -0.89131)  0.5054
H (-3.02756, 2.21101, 0.81508)  0.5218
H (-2.86760, -2.49348, 0.93975)  0.5571
H (-1.69735, -4.23514, -0.78116)  0.5028
H (0.86964, -4.23320, -1.83712)  0.4414
H (0.77299, -2.76116, -2.79674)  0.1609
H (1.90633, -2.86641, -1.44607)  0.2708
H (-0.64549, -0.27384, 4.32403)  0.5167
H (1.99423, -0.26697, 4.94501)  0.4810
H (4.20935, -0.05674, 3.43172)  0.4427
H (3.98695, -0.87527, 1.88188)  0.2633
H (3.96203, 0.87989, 1.95327)  0.2765
H (-1.85763, 1.96246, 3.32765)  0.6758
H (-4.22144, 1.60201, 4.67313)  0.4926
H (-6.13188, -0.46704, 4.43321)  0.3833
H (-6.08989, -1.10538, 2.76306)  0.3473
H (-5.25195, -1.96655, 4.02694)  0.3393
O (3.37873, 0.09069, -6.67618)  -0.4567
C (3.67894, 0.10190, -5.35913)  0.3820
O (4.80644, 0.13878, -4.98634)  -0.4318
C (2.52605, 0.07442, -4.40371)  0.9115
C (1.17184, 0.04475, -4.68171)  -0.6420
N (0.51574, 0.02874, -3.50693)  -0.4141
N (1.36397, 0.04288, -2.47783)  0.8589
C (2.58361, 0.07027, -2.99763)  0.1193
C (3.66247, 0.08789, -1.96283)  -0.2227
O (4.83205, 0.11452, -2.09292)  -0.4556
O (3.06215, 0.06646, -0.70512)  -0.9187
H (2.43109, 0.05694, -6.84505)  0.2976
H (0.62150, 0.03433, -5.60921)  0.3711
H (-0.47897, -0.00014, -3.34701)  0.1781

=====

[4]
Formula: C12H18ClEuIN2OPS
Source: OMol25
Level of theory: the ωB97M-V functional and the def2-TZVPD basis

Computed properties:
Total charge: +2
2S+1: 7
LUMO level (alpha / beta): -0.324 / -0.405 Ha
Highest occupied orbital energy (alpha / beta): -14.42 / -14.39 eV
Energy above the lowest of the compared OMol25 structures with the same formula, charge and spin: 421.2 kJ/mol
DFT total energy: -2859.8722 Ha

Each line ends with the Mulliken charge.
Cartesian coordinates (Å):
C (-1.60281, -3.27366, -2.43703)  -1.0633
I (2.89645, -1.78952, -1.01514)  -0.1465
H (-2.66911, -3.02658, -2.32120)  0.3403
H (-1.30572, -4.26907, -2.05953)  0.4280
H (-1.19115, -3.01893, -3.43223)  0.4919
Eu (-0.12493, -1.68800, -1.12161)  0.7071
P (-0.00767, 1.24750, -2.36379)  0.8167
C (1.37023, 1.94606, -3.35151)  -1.1603
C (-1.20486, 0.95738, -3.73439)  -1.1839
H (-1.54737, 2.59644, -1.06195)  0.3456
H (-1.01046, 3.43914, -2.56958)  0.4682
H (0.08673, 3.35681, -1.13847)  0.4152
C (-0.69009, 2.82861, -1.71075)  -1.1562
H (-2.17846, 0.68082, -3.31009)  0.4098
H (-1.27905, 1.88398, -4.31737)  0.4409
H (0.95656, 2.52233, -4.19148)  0.4218
H (1.96191, 1.09890, -3.72367)  0.3813
H (-0.84838, 0.13417, -4.36942)  0.4155
H (1.99598, 2.58865, -2.71920)  0.4212
C (1.79405, 0.92629, -0.08301)  0.0366
O (2.64422, 1.36846, 0.54789)  -0.1137
Cl (-2.25722, -0.27087, -0.71070)  -0.2967
N (-0.11711, -3.43784, 0.98666)  -0.4447
C (0.00593, -2.39292, 1.91902)  0.4584
N (0.12443, -1.14439, 1.56426)  0.1534
C (0.21006, -0.29845, 2.67764)  -0.4071
C (0.31380, 1.09549, 2.68667)  -0.2097
C (0.51842, 1.75409, 3.90379)  -0.8131
C (0.52946, 1.04022, 5.11060)  -0.5329
C (0.33840, -0.34861, 5.10987)  -0.4218
C (0.19334, -1.00919, 3.89874)  0.7086
S (-0.09715, -2.72176, 3.63397)  -0.1987
H (-0.39744, -4.28902, 1.46676)  0.3321
H (0.76963, -3.59462, 0.49959)  0.2771
H (0.19726, 1.63627, 1.74760)  0.4882
H (0.66251, 2.83494, 3.90949)  0.3864
H (0.67129, 1.56763, 6.05459)  0.4013
H (0.28832, -0.93073, 6.02493)  0.4029